Record 1
3 unconnected molecules or ions with the total composition C4H13O3 in a non-equilibrium geometry. Source: OMol25; level of theory: ωB97M-V/def2-TZVPD.

Cartesian coordinates (Å):
C  0.470  -1.911  -0.843
O  -0.460  -1.458  -1.752
C  0.635  -0.945  0.346
C  -0.578  -0.692  1.255
C  -0.374  0.602  2.059
H  1.540  -1.897  -1.196
H  0.365  -2.950  -0.508
H  1.615  -1.042  0.857
H  0.873  0.058  -0.065
H  -1.561  -0.537  0.798
H  -0.670  -1.557  1.968
H  -1.299  0.914  2.603
H  0.439  0.545  2.799
H  -0.065  1.466  1.465
H  1.121  2.926  -0.648
H  -0.083  2.108  -1.486
O  0.219  3.003  -0.985
H  -0.401  -0.345  -1.732
H  -1.142  0.741  -2.857
O  -0.643  0.970  -2.076

- Strongest force on any atom: 2.1 eV Å⁻¹
- Relative energy (zero: lowest compared OMol25 entry of this formula, charge and spin): 14.1 kcal/mol
- E_LUMO: 4.0800 eV
- Charge: -1



Record 2
A molecular structure, C5H13NO4P2S in a non-equilibrium geometry. Source: OMol25; level of theory: ωB97M-V/def2-TZVPD.

Cartesian coordinates (Å):
C  0.896  1.562  0.367
C  -2.028  -0.605  1.020
C  1.452  -2.379  -0.107
C  2.395  1.662  0.430
C  -1.190  2.575  0.031
N  0.207  2.617  0.256
O  0.402  0.289  0.471
O  -0.625  -0.754  -1.438
O  1.356  1.099  -2.102
O  -1.622  1.578  -0.829
P  -1.610  -0.031  -0.620
P  1.312  -0.743  -0.876
S  3.046  0.037  -0.026
H  -1.269  -1.117  1.554
H  -2.415  0.180  1.755
H  -2.809  -1.280  0.957
H  2.555  -2.479  -0.048
H  1.102  -2.675  0.856
H  1.126  -3.110  -0.904
H  2.737  2.019  1.352
H  2.600  2.251  -0.335
H  -1.543  2.477  1.072
H  -1.502  3.429  -0.552
H  0.406  1.263  -2.088
H  -2.805  -0.271  -1.284
H  1.750  -1.324  -2.135

- Strongest force on any atom: 4.6 eV Å⁻¹
- Relative energy (zero: lowest compared OMol25 entry of this formula, charge and spin): 70.7 kcal/mol
- E_LUMO: 0.3779 eV
- Charge: 0



Record 3
A gas-phase ion, C6H10 (charge +1) in a non-equilibrium geometry. Source: OMol25; level of theory: ωB97M-V/def2-TZVPD.

Cartesian coordinates (Å):
C  1.037  0.279  1.598
C  0.380  0.651  0.260
C  0.883  1.664  -0.475
C  -1.757  0.214  -1.024
C  -0.721  -0.173  -0.237
C  -0.368  -1.666  -0.278
H  1.377  -0.747  1.444
H  1.847  0.920  1.927
H  0.264  0.083  2.353
H  0.742  1.699  -1.559
H  1.410  2.546  -0.125
H  -1.985  -0.397  -1.898
H  -2.310  1.141  -0.953
H  0.148  -2.098  0.577
H  -1.222  -2.320  -0.460
H  0.276  -1.794  -1.150

- Strongest force on any atom: 2.8 eV Å⁻¹
- Relative energy (zero: lowest compared OMol25 entry of this formula, charge and spin): 29.2 kcal/mol
- E_LUMO (spin up / spin down): -5.2619 / -8.1455 eV
- Charge: +1
- Expectation value of S²: 0.8033
- Spin multiplicity: 2



Record 4
A molecular structure, C8H14CuF6N5O6S2. Source: OMol25; level of theory: ωB97M-V/def2-TZVPD.

Cartesian coordinates (Å):
Cu  0.898  0.521  -1.919
F  3.451  -2.444  0.493
C  2.450  -2.972  -0.215
F  2.562  -4.292  -0.214
F  1.292  -2.641  0.378
S  2.563  -2.328  -1.946
O  2.735  -0.900  -1.795
O  3.608  -3.112  -2.508
N  1.168  -2.695  -2.615
S  0.016  -1.633  -2.694
O  -0.637  -1.320  -1.423
O  0.223  -0.516  -3.604
C  -1.291  -2.649  -3.486
F  -2.326  -1.830  -3.707
F  -0.893  -3.171  -4.631
F  -1.671  -3.623  -2.660
N  1.252  0.742  0.280
C  0.466  1.981  0.448
C  0.503  2.583  1.845
C  -0.050  1.675  2.950
C  -1.575  1.646  3.072
N  -2.313  1.379  1.828
C  -2.159  0.314  1.054
N  -1.473  -0.736  1.485
N  -2.717  0.276  -0.169
C  0.945  2.980  -0.649
O  1.286  4.103  -0.292
O  0.903  2.492  -1.835
H  1.066  0.033  0.975
H  2.246  0.952  0.302
H  -0.554  1.745  0.148
H  -0.032  3.538  1.839
H  1.542  2.835  2.063
H  0.296  2.024  3.925
H  0.362  0.666  2.841
H  -1.916  2.629  3.390
H  -1.889  0.938  3.842
H  -2.770  2.167  1.403
H  -1.009  -0.705  2.375
H  -1.194  -1.456  0.827
H  -3.083  1.132  -0.550
H  -2.282  -0.327  -0.854

- Strongest force on any atom: 1.0 eV Å⁻¹
- Relative energy (zero: lowest compared OMol25 entry of this formula, charge and spin): 4.4 kcal/mol
- E_LUMO: -0.3481 eV
- Charge: 0



Record 5
2 unconnected molecules or ions with the total composition C4H3NO2 in a non-equilibrium geometry. Source: OMol25; level of theory: ωB97M-V/def2-TZVPD.

Cartesian coordinates (Å):
N  -1.079  2.169  -0.087
C  -1.237  0.982  -0.122
C  -1.672  -0.185  -0.245
C  -1.754  -1.453  -0.305
O  -2.105  -2.528  -0.242
H  -0.189  2.607  0.074
C  2.064  -0.360  0.177
O  1.337  0.559  0.097
H  2.726  -0.430  1.107
H  1.908  -1.361  -0.454

- Strongest force on any atom: 3.8 eV Å⁻¹
- Relative energy (zero: lowest compared OMol25 entry of this formula, charge and spin): 84.0 kcal/mol
- E_LUMO: 0.1238 eV
- Charge: 0
- SMILES string: N=C=C=C=O.C=O



Record 6
C4H6S2 in the gas phase in a non-equilibrium geometry. Source: OMol25; level of theory: ωB97M-V/def2-TZVPD.

Cartesian coordinates (Å):
S  -0.181  2.109  0.738
C  -0.407  0.539  0.319
C  -1.669  -0.245  0.234
C  -0.930  -1.541  0.343
C  0.441  -0.674  0.232
S  1.413  -0.928  -1.231
H  -2.326  -0.110  1.055
H  -2.138  0.017  -0.745
H  -1.142  -2.076  1.287
H  -1.048  -2.228  -0.486
H  1.059  -0.722  1.153
H  1.282  -2.255  -1.148

- Strongest force on any atom: 2.6 eV Å⁻¹
- Relative energy (zero: lowest compared OMol25 entry of this formula, charge and spin): 30.1 kcal/mol
- E_LUMO: -0.3860 eV
- Charge: 0
- SMILES string: S=C1CC[C@H]1S



Record 7
C5H7N3 in the gas phase in a non-equilibrium geometry. Source: OMol25; level of theory: ωB97M-V/def2-TZVPD.

Cartesian coordinates (Å):
C  -2.518  -0.666  -0.038
C  -1.113  0.063  -0.116
N  -1.059  1.365  0.067
C  0.156  2.004  -0.010
N  1.297  1.304  -0.134
C  1.098  -0.075  -0.106
C  2.412  -0.827  0.086
N  -0.092  -0.683  -0.082
H  -2.869  -0.303  1.013
H  -3.262  -0.177  -0.674
H  -2.378  -1.898  -0.100
H  0.246  3.045  0.057
H  2.285  -1.836  0.620
H  3.234  -0.157  0.413
H  2.562  -1.159  -0.995

- Strongest force on any atom: 5.1 eV Å⁻¹
- Relative energy (zero: lowest compared OMol25 entry of this formula, charge and spin): 36.3 kcal/mol
- E_LUMO: 0.6493 eV
- Charge: 0
- SMILES string: Cc1ncnc(C)n1



Record 8
C5H9NO in the gas phase in a non-equilibrium geometry. Source: OMol25; level of theory: ωB97M-V/def2-TZVPD.

Cartesian coordinates (Å):
C  1.716  0.636  -0.322
C  0.136  -0.058  0.100
C  0.259  -1.216  1.097
C  -1.195  0.798  0.365
N  -1.563  0.433  -1.001
C  -0.449  -0.325  -1.244
O  -0.005  -0.897  -2.208
H  2.401  -0.198  -0.511
H  1.381  0.980  0.624
H  1.734  1.288  -1.210
H  0.417  -0.900  2.142
H  1.090  -1.858  0.809
H  -0.659  -1.825  1.090
H  -1.889  0.368  1.116
H  -1.123  1.875  0.557
H  -2.351  0.658  -1.588

- Strongest force on any atom: 3.6 eV Å⁻¹
- Relative energy (zero: lowest compared OMol25 entry of this formula, charge and spin): 67.8 kcal/mol
- E_LUMO: 0.8178 eV
- Charge: 0
- SMILES string: CC1(C)CNC1=O



Record 9
A molecular structure, C33H42N6Pd. Source: OMol25; level of theory: ωB97M-V/def2-TZVPD.

Cartesian coordinates (Å):
Pd  0.167  0.598  1.597
C  0.798  5.580  -3.034
C  1.513  6.129  -1.832
C  2.330  7.248  -1.925
C  3.005  7.747  -0.820
C  2.850  7.136  0.413
C  2.019  6.032  0.536
C  1.368  5.518  -0.580
N  0.514  4.394  -0.481
C  0.790  3.174  0.095
N  2.063  2.999  0.505
C  2.755  1.772  0.714
C  2.128  0.626  1.211
C  2.968  -0.475  1.421
C  4.323  -0.453  1.136
C  4.901  0.700  0.632
C  4.128  1.829  0.417
C  4.767  3.084  -0.122
N  -0.115  2.245  0.187
C  -1.380  2.538  -0.382
C  -2.288  3.368  0.271
C  -3.518  3.668  -0.302
C  -3.843  3.129  -1.536
C  -2.933  2.305  -2.190
C  -1.695  2.002  -1.638
C  -0.698  1.135  -2.347
H  1.121  6.091  -3.939
H  -0.286  5.705  -2.952
H  0.988  4.512  -3.149
H  2.450  7.728  -2.889
H  3.647  8.612  -0.924
H  3.360  7.523  1.286
H  1.865  5.569  1.503
H  -0.422  4.495  -0.840
H  2.663  3.783  0.316
H  2.549  -1.370  1.852
H  4.929  -1.332  1.320
H  5.961  0.732  0.407
H  5.823  2.910  -0.325
H  4.713  3.919  0.585
H  4.301  3.414  -1.056
H  -2.004  3.802  1.224
H  -4.213  4.318  0.214
H  -4.798  3.352  -1.994
H  -3.187  1.893  -3.160
H  -1.124  0.721  -3.261
H  -0.381  0.321  -1.694
H  0.198  1.702  -2.612
N  -1.941  0.679  2.314
C  -3.088  -0.199  1.989
C  -3.506  -0.187  0.530
N  -2.526  -0.816  -0.347
H  -1.757  0.585  3.309
H  -2.230  1.640  2.165
H  -3.957  0.107  2.581
H  -2.831  -1.213  2.299
H  -3.654  0.847  0.209
H  -4.491  -0.673  0.486
H  -2.909  -0.958  -1.273
H  -2.268  -1.725  0.014
C  -0.023  -5.148  1.989
N  0.120  -3.910  1.253
C  1.489  -3.695  0.837
C  -0.517  -2.735  1.837
C  0.073  -2.084  3.081
C  0.153  -2.826  4.264
C  0.688  -2.290  5.423
C  1.146  -0.980  5.409
C  1.038  -0.226  4.249
C  0.489  -0.743  3.065
H  0.213  -5.985  1.327
H  -1.054  -5.264  2.327
H  0.639  -5.224  2.864
H  1.823  -4.551  0.246
H  2.183  -3.580  1.684
H  1.554  -2.801  0.216
H  -1.555  -3.028  2.035
H  -0.519  -1.961  1.066
H  -0.226  -3.840  4.282
H  0.744  -2.886  6.325
H  1.581  -0.543  6.301
H  1.401  0.795  4.259

- Strongest force on any atom: 0.3 eV Å⁻¹
- Relative energy (zero: lowest compared OMol25 entry of this formula, charge and spin): 0.0 kcal/mol
- E_LUMO: 0.5235 eV
- Charge: 0



Record 10
A molecular structure, CH2O2S3 in a non-equilibrium geometry. Source: OMol25; level of theory: ωB97M-V/def2-TZVPD.

Cartesian coordinates (Å):
C  -0.621  1.429  -0.026
O  2.597  -1.946  0.421
O  -3.154  1.043  0.326
S  0.986  1.357  -0.171
S  3.085  -0.459  -0.043
S  -1.711  0.236  0.305
H  2.493  -2.522  -0.347
H  -3.675  0.861  -0.465

- Strongest force on any atom: 1.7 eV Å⁻¹
- Relative energy (zero: lowest compared OMol25 entry of this formula, charge and spin): 71.4 kcal/mol
- E_LUMO (spin up / spin down): -1.4024 / -1.2604 eV
- Charge: 0